No. 1
170
Properties=species:S:1:pos:R:3:forces:R:3 method="wB97M-V/def2-TZVPD" e_tot_ev=-145947.0339 charge=+1 lumo_energy_ev=-3.49 homo_ha=-0.3872 homo_lumo_gap_ev=7.05
C 1.28168 0.55514 0.66078 1.16 -0.43 -1.27
C 0.98829 0.04260 -0.41587 -0.07 -0.37 -0.30
C 0.74288 -0.62155 -1.82555 1.36 0.60 0.91
C 0.27291 0.44551 -2.91145 -0.22 0.46 0.83
C -1.01698 0.05127 -3.74467 -0.11 0.70 0.23
C -0.81720 -1.09835 -4.80563 -0.03 -0.81 -1.25
C -0.34092 -2.51448 -4.27954 1.29 -0.27 0.01
C -1.28891 -3.35277 -3.33449 -0.20 -0.73 0.13
C -2.61011 -2.72368 -2.75303 -0.71 -0.26 1.39
C -2.53858 -2.29289 -1.19776 -1.31 -0.49 -0.31
C -2.21312 -3.51881 -0.22702 0.17 0.18 0.12
C -0.78292 -3.39959 0.44454 -1.60 0.47 0.31
O -0.62230 -4.54325 1.34730 1.58 -0.39 -2.10
C 0.64686 -5.10475 0.97425 0.51 0.80 1.38
C 0.70722 -6.13838 -0.21278 -0.42 0.38 0.14
O 1.60964 -4.70239 1.59418 -1.27 -1.29 -1.45
C -2.06631 -1.47769 -5.77316 -1.63 -1.64 -1.11
B -3.31451 -0.43923 -5.87067 -0.90 1.22 -0.97
N -4.28646 -0.16277 -4.80528 0.20 -1.26 -1.92
O -3.50988 0.24515 -7.13249 1.10 0.03 1.97
C -1.48792 -1.91450 -7.20536 -0.12 1.34 2.40
C -2.22431 -2.74169 -8.31469 0.52 1.52 -0.45
C -1.27376 -3.16298 -9.53014 -0.42 -0.60 0.62
O -1.43947 -2.29203 -10.67517 1.56 0.06 0.59
C -0.18919 -1.66308 -10.98262 0.53 0.55 -0.07
O 0.03495 -0.54130 -10.57445 -0.46 -1.96 -0.40
C 0.83935 -2.47481 -11.88132 -0.70 0.23 -0.50
C 1.50821 -1.48094 -12.93461 0.38 0.52 0.16
N -0.27992 -1.42325 -7.18676 -0.79 -1.13 -1.20
C 0.18313 -0.60570 -5.98870 -0.38 -0.87 -1.52
C 0.02346 0.85584 -6.59243 1.09 0.87 -0.07
C 0.68663 2.04988 -5.81884 -0.10 1.67 -0.08
O 2.09393 1.92393 -5.57416 -0.56 0.59 -0.56
C 2.69499 3.22752 -5.41707 0.96 1.06 1.20
C 2.27384 3.93180 -4.04627 -0.57 -0.40 0.03
P 1.99540 -1.22644 -5.91754 3.52 0.60 1.94
O 2.64318 -1.03607 -4.58532 -1.16 0.01 -1.82
O 2.86293 -0.41717 -7.13492 -2.20 -2.06 0.93
O 2.10918 -2.85590 -6.32648 -0.48 1.95 -0.43
H 1.95388 0.98491 1.46034 -1.47 -0.68 -1.05
H 0.11292 -1.55337 -1.76359 0.43 1.24 0.13
H 1.78047 -0.97336 -2.15066 -1.34 0.34 0.49
H 1.17776 0.73150 -3.52038 -1.09 -0.47 0.35
H -0.01016 1.38551 -2.32560 0.26 -1.18 -0.87
H -1.83754 -0.15218 -2.98383 0.99 -0.12 -1.19
H -1.36166 1.00440 -4.27393 0.36 -1.35 0.49
H 0.67913 -2.44571 -3.76987 -1.36 0.23 -0.73
H -0.13775 -3.15114 -5.20823 -0.29 0.83 1.19
H -0.66771 -3.72538 -2.45052 -0.80 0.51 -1.16
H -1.58050 -4.31005 -3.88673 0.40 1.29 0.65
H -3.41211 -3.53951 -2.76985 1.02 1.06 -0.07
H -3.06064 -1.84642 -3.29276 0.76 -0.93 0.23
H -1.90469 -1.37653 -1.02099 -0.44 -1.11 -0.11
H -3.60946 -1.98057 -0.94675 1.42 -0.19 -0.35
H -2.98391 -3.56371 0.61309 1.10 0.16 -1.03
H -2.33403 -4.51402 -0.77648 0.38 1.29 0.60
H 0.04644 -3.31771 -0.32056 -0.82 -0.18 0.84
H -0.76765 -2.47822 1.10746 0.16 -0.92 -0.97
H 1.33480 -7.01236 0.13732 -0.59 1.14 -0.62
H 1.16488 -5.60041 -1.10578 -0.25 -0.81 1.22
H -0.30967 -6.50559 -0.55099 1.13 0.49 0.69
H -2.62817 -2.44265 -5.50200 1.00 1.11 0.42
H -5.07760 0.33413 -5.25013 0.52 -0.16 0.62
H -4.71814 -1.05652 -4.50770 0.37 0.80 0.53
H -3.73812 1.17353 -6.92411 -0.32 -0.62 -0.51
H -2.81802 -3.59336 -7.87718 0.93 0.85 -0.23
H -2.99379 -2.02251 -8.76363 0.92 -0.79 0.71
H -0.19053 -3.12170 -9.20319 -1.15 -0.51 -0.28
H -1.57606 -4.21643 -9.81987 0.64 1.23 0.24
H 1.63548 -2.97053 -11.23254 -1.16 0.70 -0.68
H 0.29059 -3.28765 -12.45136 0.56 0.91 0.97
H 1.05325 -0.44168 -12.89120 0.46 -1.36 0.09
H 2.61006 -1.34544 -12.68051 -1.42 -0.25 -0.60
H 1.37254 -1.84123 -14.00022 0.35 0.24 1.40
H 0.37615 -1.53267 -7.97549 -0.64 0.13 0.30
H -1.05686 1.15679 -6.80687 1.22 -0.87 0.59
H 0.51080 0.82595 -7.62672 -0.53 0.04 1.38
H 0.19563 2.34117 -4.83820 0.19 -0.69 -1.15
H 0.56441 2.97464 -6.48849 -0.15 -1.23 0.67
H 3.82871 3.11532 -5.39213 -1.56 -0.32 -0.12
H 2.47075 3.93377 -6.27253 -0.03 -0.98 0.65
H 2.26009 3.15612 -3.21106 0.18 0.97 -1.05
H 2.97450 4.76810 -3.75413 -0.67 -1.00 -0.48
H 1.22560 4.37561 -4.09588 1.30 -0.52 -0.02
H 2.71209 -0.90943 -7.97062 0.44 0.47 0.33
H 3.03043 -3.15330 -6.14236 -0.71 0.39 0.03
C 1.30093 4.23073 4.79399 0.08 -0.15 -0.37
C 0.33870 4.88767 5.44784 0.70 0.54 0.50
C -1.10581 4.58602 5.21591 -0.57 -0.25 -0.18
O -1.95336 5.19250 5.84448 0.37 0.10 0.05
C -1.44239 3.56130 4.22398 -0.03 0.34 0.06
C -0.47878 2.90823 3.56969 -0.68 -0.46 -0.48
C 0.96362 3.19296 3.82350 0.43 0.45 0.47
O 1.81604 2.56181 3.21776 -0.36 -0.18 -0.21
O -0.76864 1.95749 2.64720 0.76 0.49 0.62
O 0.63117 5.85284 6.34818 -0.74 -0.58 -0.52
H 2.34954 4.43677 4.95338 -0.05 -0.09 0.02
H -2.48995 3.36420 4.05218 0.07 0.02 0.00
H 0.09693 1.63664 2.32184 -0.28 -0.09 -0.12
H -0.23150 6.17015 6.68020 0.12 0.02 0.02
C -4.42924 0.80848 7.10244 0.19 0.13 -0.30
C -4.43793 0.02002 8.18157 -1.04 0.35 0.24
C -3.26260 -0.83331 8.53214 0.69 -0.36 -0.02
O -3.30005 -1.52391 9.53303 -0.44 0.24 0.00
C -2.10202 -0.80428 7.64038 -0.08 -0.08 0.21
C -2.09598 -0.01864 6.56040 0.93 -0.36 -0.20
C -3.25904 0.85425 6.22559 -0.65 0.25 0.10
O -3.20381 1.57023 5.24024 0.16 -0.37 0.08
O -1.03370 0.02073 5.72154 -0.94 0.42 0.20
O -5.50903 -0.03887 9.00296 1.01 -0.34 -0.23
H -5.27198 1.43296 6.83838 0.02 -0.01 0.03
H -1.26504 -1.44036 7.89605 -0.05 -0.02 0.03
H -1.27539 0.66152 5.02383 0.07 -0.11 0.00
H -5.26551 -0.67523 9.70361 -0.08 0.08 -0.03
C -7.45455 0.42819 -2.58672 0.16 -0.37 -0.37
C -8.41649 1.08243 -1.92652 0.80 0.73 0.63
C -9.86131 0.76571 -2.13988 -0.73 -0.28 -0.23
O -10.70544 1.36926 -1.50729 0.43 0.11 0.06
C -10.19955 -0.26939 -3.11921 -0.04 0.20 0.19
C -9.23769 -0.91904 -3.77983 -0.74 -0.56 -0.51
C -7.79379 -0.62047 -3.54557 0.45 0.45 0.45
O -6.94225 -1.25032 -4.15730 -0.32 -0.21 -0.20
O -9.53105 -1.87669 -4.69013 0.80 0.55 0.49
O -8.12392 2.05447 -1.03993 -0.79 -0.69 -0.60
H -6.40488 0.64607 -2.44000 -0.03 0.01 0.03
H -11.24884 -0.47768 -3.27803 0.03 -0.01 0.00
H -8.66995 -2.19260 -5.02390 -0.17 -0.04 0.00
H -8.98607 2.36709 -0.70017 0.12 0.04 0.05
C 6.63929 3.17953 1.99614 0.40 -0.13 -0.08
C 5.49855 2.64264 2.44324 -0.60 1.16 -0.11
C 5.41807 1.20252 2.83697 0.15 -0.68 0.13
O 4.36764 0.75274 3.25679 0.01 0.31 -0.16
C 6.62307 0.38301 2.69322 -0.30 0.05 0.08
C 7.76053 0.92037 2.24338 0.46 -0.99 0.11
C 7.84836 2.36501 1.87580 -0.19 0.76 -0.14
O 8.90966 2.82030 1.48667 0.04 -0.41 0.06
O 8.88262 0.17912 2.10152 -0.44 0.96 -0.11
O 4.37244 3.37863 2.55858 0.77 -1.19 0.07
H 6.71224 4.22001 1.70992 -0.01 -0.02 0.02
H 6.54744 -0.66123 2.96453 0.01 0.02 0.00
H 9.56139 0.79597 1.76424 -0.02 -0.10 0.05
H 3.68660 2.76578 2.90549 -0.24 0.33 0.08
C 4.59869 5.83642 6.59824 -0.11 -0.41 -0.09
C 5.29254 6.66832 7.38083 -0.34 0.90 -0.64
C 6.07829 6.16658 8.54809 0.32 -0.43 0.55
O 6.71238 6.95384 9.22558 -0.22 0.17 -0.31
C 6.04603 4.73059 8.83136 0.09 0.30 0.04
C 5.34941 3.90003 8.05066 0.31 -0.84 0.65
C 4.58660 4.39874 6.86820 -0.23 0.51 -0.43
O 3.97791 3.60483 6.16960 0.29 -0.20 0.32
O 5.30546 2.57095 8.29756 -0.33 0.82 -0.66
O 5.31449 7.99878 7.14988 0.34 -0.86 0.62
H 4.02769 6.18704 5.74902 0.03 0.03 0.03
H 6.60448 4.38191 9.68934 -0.01 0.00 -0.03
H 4.74147 2.19294 7.59485 0.08 -0.05 0.11
H 5.88384 8.37567 7.84930 -0.06 0.03 -0.10
C 1.48234 -3.62602 12.44706 0.33 0.05 -0.01
C 0.37648 -3.55707 11.70014 -0.61 -0.38 0.88
C 0.42336 -3.10085 10.27941 0.28 0.25 -0.62
O -0.60492 -3.07038 9.62708 0.00 -0.14 0.31
C 1.71900 -2.70075 9.72812 -0.36 -0.04 0.00
C 2.82435 -2.76627 10.47586 0.58 0.40 -0.87
C 2.78166 -3.24882 11.88864 -0.23 -0.26 0.69
O 3.81404 -3.31109 12.53120 0.05 0.15 -0.39
O 4.02936 -2.39912 9.98604 -0.56 -0.38 0.84
O -0.83329 -3.89813 12.19752 0.57 0.35 -0.88
H 1.46221 -3.95684 13.47659 -0.01 0.00 -0.03
H 1.73671 -2.35538 8.70319 0.03 -0.02 0.02
H 4.66203 -2.54008 10.71757 -0.01 0.03 -0.11
H -1.46511 -3.76256 11.46383 -0.01 -0.01 0.12

No. 2
23
Properties=species:S:1:pos:R:3:forces:R:3 method="wB97M-V/def2-TZVPD" e_tot_ev=-9436.9630 charge=+1 lumo_energy_ev=-4.06 homo_ha=-0.4967 homo_lumo_gap_ev=9.45
C 0.68899 1.42754 -1.28894 3.41 -3.24 -2.13
C 1.17683 -1.01073 -0.78996 -0.42 0.25 -1.33
C 0.00246 2.71545 -1.17110 0.94 -0.04 -2.83
C 1.50004 -3.45603 -0.19585 1.10 1.21 -3.16
C -2.22509 1.09369 1.43108 -2.75 1.18 0.55
C 0.88022 -2.11944 -0.10080 -0.07 1.19 1.43
N 0.51931 0.28486 -0.64736 1.05 1.39 -0.69
N -0.95280 0.37537 1.61915 -1.67 -0.76 -1.03
H 1.54749 1.37598 -2.16843 -2.34 0.05 2.22
H 1.79215 -1.08209 -1.68261 0.21 0.15 0.19
H -0.70924 2.67929 -2.06635 1.20 0.54 0.55
H 0.75411 3.57008 -1.23520 -1.32 -1.08 0.07
H -0.68456 2.73027 -0.41778 -1.34 0.47 2.56
H 2.10054 -3.65191 0.67220 0.41 -0.18 0.29
H 2.10484 -3.42458 -1.18324 -0.69 -0.83 1.75
H 0.67743 -4.13948 -0.24161 -0.18 -0.84 -0.17
H -1.94448 2.08299 1.04067 -0.53 -0.20 0.13
H -3.09786 0.66445 0.69612 2.78 0.45 1.62
H -2.80097 1.28939 2.44516 1.21 -0.40 -1.94
H 0.23196 -2.14124 0.76586 -0.50 0.86 -0.06
H -0.02569 0.32257 0.22452 -1.25 -0.08 0.70
H -0.32755 0.87847 2.19987 0.34 0.70 0.91
H -1.20810 -0.46488 2.09462 0.39 -0.79 0.37

No. 3
10
Properties=species:S:1:pos:R:3:forces:R:3 method="wB97M-V/def2-TZVPD" e_tot_ev=-7736.1874 charge=+1 lumo_energy_ev="-7.19 / -7.72" homo_ha="-0.5683 / -0.5818" homo_lumo_gap_ev="8.28 / 8.12"
C 0.80677 1.22304 -0.37422 -5.36 1.32 0.35
C -0.59712 -0.99354 -0.30606 2.67 -3.04 2.42
C 1.41699 0.19183 0.28058 -1.58 -0.87 0.37
C -0.72974 1.24495 0.13621 3.05 0.64 -0.62
N 0.75956 -0.90634 0.17097 -0.59 -0.57 -0.93
O -1.31411 0.10838 0.21639 -1.24 1.14 -0.90
H -0.46700 -1.11013 -1.35170 -0.85 0.76 -1.47
H -0.86682 -2.05421 0.05911 -0.85 2.11 -0.11
H 2.31385 0.10268 0.71378 3.59 0.34 1.40
H -1.32236 2.19334 0.45494 1.15 -1.81 -0.51